[1]
Below is a molecular structure, C43H43I2N7OSbTi, with properties calculated with wB97M-V/def2-TZVPD.

## Properties
Relative energy (zero: lowest compared OMol25 entry of this formula, charge and spin)   1.7345 eV
HOMO-LUMO gap (alpha / beta)   0.19005 / 0.22352 hartree
Charge   -1
Spin multiplicity   3
Molecular weight   1097.300 g/mol
⟨S²⟩   2.026
E_tot   -103623.6106 eV
LUMO level (alpha / beta)   0.0686 / 0.0685 Ha

Atoms and positions in Å:
Ti  0.61937  0.88230  -0.26125
I  -1.78030  3.22932  -7.28593
C  -0.99512  2.30764  -5.58125
C  -1.06375  0.92820  -5.45090
C  -0.52875  0.34617  -4.30986
I  -0.60193  -1.73665  -4.12053
C  0.08157  1.09144  -3.26422
O  0.56500  0.51572  -2.19387
C  0.13236  2.49823  -3.45189
C  0.83767  3.41272  -2.46937
N  0.55349  3.17519  -1.03785
C  -0.82695  3.54789  -0.67455
C  -1.74831  2.43871  -1.10433
C  -2.89869  2.63861  -1.86077
C  -3.64846  1.55407  -2.23896
C  -3.22391  0.29661  -1.85953
C  -2.07232  0.17838  -1.10245
N  -1.35766  1.23412  -0.70997
C  -0.39862  3.07538  -4.59934
H  -1.51888  0.31540  -6.21751
H  0.56860  4.43984  -2.72913
H  1.90884  3.30868  -2.60596
H  1.20490  3.70521  -0.48805
H  -1.13295  4.48735  -1.13335
H  -0.87513  3.64998  0.40641
H  -3.17241  3.64177  -2.16028
H  -4.53420  1.68048  -2.85558
H  -3.76601  -0.59158  -2.15524
H  -1.68785  -0.78653  -0.80753
H  -0.32969  4.15321  -4.72392
C  4.72017  1.72355  -4.21529
C  3.96522  0.57119  -4.02019
C  3.34058  0.32114  -2.80087
C  3.41764  1.23640  -1.74452
C  4.21737  2.37585  -1.94361
C  4.85590  2.61565  -3.15622
N  2.66951  1.04961  -0.55528
C  3.31898  1.34115  0.63853
C  4.70140  1.19018  0.84499
C  5.28065  1.43555  2.07765
C  4.49750  1.84962  3.15202
C  3.13280  1.99795  2.98021
C  2.52678  1.73805  1.74411
N  1.13260  1.81494  1.52035
N  0.50062  2.35384  2.54900
C  -0.84314  2.17747  2.61991
C  -1.52823  2.91774  3.62063
C  -2.89329  2.82983  3.71529
C  -3.59608  2.01857  2.81156
C  -2.84726  1.30567  1.89652
N  -1.51316  1.34954  1.80248
H  5.20140  1.91778  -5.17005
H  3.86727  -0.15201  -4.82444
H  2.77718  -0.59019  -2.64894
H  4.31562  3.08595  -1.13093
H  5.45653  3.51262  -3.27540
H  5.31105  0.84618  0.01700
H  6.34821  1.29072  2.20721
H  4.95034  2.03567  4.12027
H  2.49695  2.29731  3.79874
H  -0.94089  3.53503  4.28882
H  -3.42606  3.39402  4.47421
H  -4.67754  1.92979  2.83716
H  -3.34790  0.65308  1.18018
C  -1.48558  -5.74165  2.12705
C  -0.87452  -4.35800  2.37266
Sb  -2.01380  -2.64260  1.70000
C  -2.98058  -2.33639  3.61503
C  -3.90214  -3.47040  4.07767
C  -3.69258  -3.72321  0.84385
C  -3.45636  -4.05072  -0.63921
H  -0.83964  -6.52465  2.53878
H  -1.60109  -5.94523  1.05812
H  -2.46806  -5.85171  2.59315
H  0.09038  -4.27247  1.87082
H  -0.69436  -4.18868  3.43903
H  -3.52196  -1.39130  3.55225
H  -2.16531  -2.18084  4.32948
H  -4.78278  -3.55820  3.43536
H  -4.25936  -3.29739  5.09928
H  -3.38888  -4.43866  4.07194
H  -4.56780  -3.07269  0.96118
H  -3.88312  -4.63466  1.41910
H  -3.20028  -3.15424  -1.21785
H  -4.34156  -4.49831  -1.10240
H  -2.62884  -4.75752  -0.76533
N  4.06142  -5.21483  2.26037
C  3.39913  -4.34289  1.90189
C  2.55551  -3.25020  1.44883
C  2.18317  -3.15620  0.10866
C  1.41956  -2.07898  -0.31809
C  0.98033  -1.05498  0.54022
C  1.30578  -1.24207  1.89505
C  2.08710  -2.29707  2.35007
H  2.51327  -3.91797  -0.59021
H  1.15666  -2.03245  -1.37120
H  0.94127  -0.53275  2.63406
H  2.35638  -2.37734  3.39623

---

[2]
Below is a molecular structure, C43H44BrCl2FeN3O2SSiTe, with properties calculated with wB97M-V/def2-TZVPD.

## Properties
Relative energy (zero: lowest compared OMol25 entry of this formula, charge and spin)   1.9660 eV
HOMO-LUMO gap (alpha / beta)   0.27589 / 0.20121 hartree
Charge   +1
Spin multiplicity   6
Molecular weight   1029.252 g/mol
⟨S²⟩   8.775
E_tot   -209345.0139 eV
LUMO level (alpha / beta)   -0.0916 / -0.1889 Ha

Atoms and positions in Å:
Fe  0.05786  -0.00637  0.93980
Cl  0.13159  0.33986  3.30147
C  -1.22560  -0.11108  4.38559
Cl  -2.36773  -1.24158  3.66933
H  -1.75242  0.81594  4.58832
H  -0.79127  -0.54511  5.27805
C  1.94484  -0.70589  0.18410
Si  2.20742  0.49539  -1.21524
C  2.05594  2.19424  -0.37250
N  0.83724  2.25979  0.46098
C  1.02481  3.10038  1.65239
C  1.38207  4.55285  1.30099
C  0.62118  5.03468  0.05193
C  -0.64945  4.21523  -0.16044
C  -0.35677  2.71371  -0.30592
C  3.95145  0.14043  -1.84130
C  5.03991  0.33409  -0.98687
C  6.29977  -0.14168  -1.31195
C  6.49554  -0.82884  -2.50282
C  5.43178  -1.00951  -3.37400
C  4.17111  -0.53073  -3.04437
C  0.99140  0.26969  -2.63159
C  0.20437  -0.87854  -2.72910
C  -0.59122  -1.11403  -3.84074
C  -0.62549  -0.19210  -4.87580
C  0.14030  0.96367  -4.79294
C  0.94524  1.18547  -3.68607
H  2.59614  -0.47015  1.03395
H  2.18410  -1.70627  -0.15564
H  2.09758  3.01201  -1.10083
H  2.92570  2.31236  0.27900
H  1.81307  2.66188  2.26884
H  0.09876  3.06558  2.22905
H  2.45592  4.64023  1.12919
H  1.14876  5.18217  2.16169
H  1.25339  4.95428  -0.83417
H  0.36123  6.08877  0.15533
H  -1.18460  4.56112  -1.04652
H  -1.30919  4.36287  0.69898
H  -0.19841  2.44844  -1.35250
H  -1.23375  2.16878  0.04249
H  4.89888  0.85866  -0.04656
H  7.12737  0.01315  -0.63092
H  7.47223  -1.22600  -2.74700
H  5.58180  -1.53010  -4.31171
H  3.34447  -0.68311  -3.73038
H  0.22882  -1.61420  -1.92904
H  -1.18356  -2.01855  -3.90619
H  -1.24102  -0.37369  -5.74786
H  0.11955  1.68506  -5.60024
H  1.56002  2.07991  -3.64684
S  -2.55728  2.40806  2.54427
C  -2.89714  3.95669  3.04638
N  -3.73295  4.73709  2.26682
C  -4.03059  6.01725  2.56784
C  -3.51336  6.57612  3.69256
C  -2.69057  5.74486  4.48195
N  -2.39374  4.50601  4.17659
H  -4.12812  4.29230  1.45129
H  -4.67042  6.54648  1.87578
H  -3.72796  7.59586  3.96864
H  -2.25486  6.12288  5.40107
Te  -0.30274  -2.66188  0.94457
C  1.54339  -3.74977  0.94120
C  2.35970  -3.66611  2.06157
C  3.60766  -4.27037  2.05125
C  4.04206  -4.94567  0.91949
C  3.22477  -5.02860  -0.19876
C  1.97289  -4.43193  -0.18929
C  -1.28291  -4.38423  1.74190
C  -1.05295  -4.75539  3.05943
C  -1.58994  -5.93986  3.53851
C  -2.34578  -6.74929  2.70169
C  -2.57156  -6.37136  1.38645
C  -2.04266  -5.18479  0.90076
H  2.02812  -3.11636  2.93671
H  4.24227  -4.19963  2.92492
H  5.02194  -5.40406  0.90986
H  3.56665  -5.55009  -1.08289
H  1.34022  -4.48810  -1.06826
H  -0.46011  -4.12785  3.71413
H  -1.41385  -6.23421  4.56471
H  -2.75925  -7.67617  3.07588
H  -3.15734  -7.00546  0.73407
H  -2.22975  -4.87249  -0.11919
Br  -5.33988  0.45586  -5.61571
C  -4.53356  0.03083  -3.95474
C  -3.84273  1.01725  -3.26759
C  -3.23475  0.69911  -2.06789
C  -3.31757  -0.59427  -1.56080
C  -4.03855  -1.56490  -2.24764
C  -4.64603  -1.25687  -3.45281
C  -2.53589  -0.96169  -0.34659
O  -2.58216  -2.13762  0.09463
O  -1.81118  -0.05241  0.17422
H  -3.76970  2.01433  -3.67960
H  -2.67925  1.44587  -1.51748
H  -4.10988  -2.55993  -1.82942
H  -5.19383  -2.00866  -4.00389